{
  "formula": "C28H26MoN6O4S",
  "method": "ωB97M-V/def2-TZVPD",
  "lumo_energy_ev": [-7.80, -7.71],
  "relative_energy_kj_mol": 88.6,
  "gap_ev": [5.44, 5.50],
  "total_charge": 2,
  "total_energy_ha": -2178.0901,
  "homo_energy_ev": [-13.23, -13.21],
  "multiplicity": 3,
  "elements": ["Mo", "S", "O", "O", "O", "O", "N", "N", "N", "N", "N", "N", "C", "C", "C", "C", "C", "C", "C", "C", "C", "C", "C", "C", "C", "C", "C", "C", "C", "C", "C", "C", "C", "C", "C", "C", "C", "C", "C", "C", "H", "H", "H", "H", "H", "H", "H", "H", "H", "H", "H", "H", "H", "H", "H", "H", "H", "H", "H", "H", "H", "H", "H", "H", "H", "H"],
  "coordinates": [[-0.9060, 1.4158, -0.4366], [0.3975, 2.4339, -2.1999], [-4.8253, 2.0496, -1.8128], [0.5858, 0.6893, 0.5376], [-4.1349, 4.1302, -0.1740], [1.3379, -0.5296, 2.2591], [2.7050, 1.6987, -0.9619], [2.8455, 3.0131, -2.8352], [-1.8103, 0.2770, -2.0180], [0.0995, -3.3076, 1.4494], [-2.7507, 2.3575, -0.7926], [-0.8578, 3.2455, 0.7035], [0.4677, -0.3680, 1.4789], [-1.9840, 5.2418, 1.3487], [-1.9355, 4.0415, 0.6702], [2.5310, -3.6097, 2.9135], [2.5358, -3.1540, 1.4869], [3.7246, -2.8331, 0.8121], [2.1209, 2.3575, -1.9398], [-3.2486, -0.7667, 1.0991], [-1.8163, -1.5506, -3.5195], [-0.8741, 5.6282, 2.0838], [-2.2920, -2.9670, 1.3756], [1.2834, -2.5776, -0.5229], [-3.0944, 3.5424, -0.1407], [-0.9750, -2.4629, 1.3954], [-3.3929, -2.1521, 1.2355], [2.4572, -2.2278, -1.1666], [-1.1709, -0.7448, -2.6008], [-3.6881, 1.7341, -1.6253], [5.0563, -2.9935, 1.4861], [-3.1381, -1.2746, -3.8460], [-0.8265, -1.0654, 1.3293], [-3.0832, 0.5506, -2.3287], [0.2210, 3.6111, 1.4164], [1.3317, -3.0191, 0.7979], [0.2405, 4.8013, 2.1175], [-3.7857, -0.2041, -3.2466], [-1.9633, -0.2652, 1.1522], [3.6665, -2.3567, -0.4948], [5.1578, -2.3235, 2.3424], [2.1501, 1.1745, -0.2975], [5.1897, -4.0106, 1.8568], [3.4319, -3.3016, 3.4371], [-1.8971, 0.8320, 1.3379], [2.3929, 3.5342, -3.5688], [0.3309, -2.5669, -1.0395], [-2.8848, 5.8364, 1.2836], [1.6733, -3.1930, 3.4415], [2.4408, -1.9117, -2.2032], [-4.8088, 0.0665, -3.4682], [3.8536, 3.0149, -2.8125], [-1.2820, -2.3712, -3.9766], [-0.0513, -4.2442, 1.7836], [-2.4271, -4.0396, 1.4485], [-0.8765, 6.5624, 2.6292], [3.7106, 1.6562, -0.8890], [-0.1332, -0.8963, -2.3286], [4.5938, -2.1240, -1.0043], [-4.3784, -2.5979, 1.2231], [-3.6548, -1.8869, -4.5733], [1.0559, 2.9264, 1.4196], [-4.1036, -0.1125, 1.0019], [2.4726, -4.6992, 2.9895], [5.8692, -2.7800, 0.7946], [1.1203, 5.0665, 2.6863]],
  "atomic_forces_ev_per_a": [[-0.0503, -0.1015, -0.5114], [0.0482, 0.0168, -0.0142], [0.0158, 0.0033, 0.0359], [-0.3766, 0.0680, 0.1462], [0.0310, -0.0037, -0.0361], [0.0797, -0.1795, 0.1684], [0.0348, 0.0683, -0.0918], [-0.0148, -0.0116, 0.0259], [0.0978, 0.2759, 0.3355], [-0.0460, 0.2142, 0.0341], [0.4893, -0.2922, 0.1332], [0.0233, -0.4050, -0.0799], [0.0684, 0.4962, -0.3251], [-0.0082, -0.0897, -0.0555], [0.0160, 0.1375, 0.1303], [-0.0022, -0.0286, 0.1157], [-0.0396, 0.0425, -0.1856], [-0.0697, -0.0056, -0.0298], [0.0049, 0.0769, -0.0636], [0.0802, -0.3021, -0.0425], [0.0892, 0.0405, 0.0865], [-0.0076, 0.0400, 0.0190], [0.1018, -0.0783, 0.0494], [0.1180, -0.0629, 0.0959], [-0.1129, 0.1848, 0.0209], [-0.0160, 0.0816, -0.0478], [-0.0679, 0.1617, -0.0488], [0.0114, -0.0054, 0.0169], [-0.0546, -0.0940, -0.1718], [-0.1925, -0.0780, -0.0977], [0.0796, -0.0202, 0.0276], [-0.0211, -0.0406, -0.0490], [-0.0851, -0.2819, -0.0020], [-0.0907, -0.1465, -0.1315], [0.0027, 0.1701, 0.0883], [0.0855, 0.0008, -0.0371], [0.0423, -0.1168, -0.0449], [0.0764, 0.0941, 0.1102], [-0.1269, 0.5302, 0.0874], [-0.0251, -0.0111, -0.0021], [-0.0165, 0.0014, -0.0080], [-0.0538, -0.1201, 0.1169], [0.0033, 0.0064, 0.0004], [-0.0051, 0.0051, -0.0027], [-0.0190, -0.1800, 0.2252], [-0.0039, 0.0003, -0.0149], [-0.0069, -0.0152, 0.0479], [-0.0053, -0.0056, 0.0010], [0.0180, -0.0121, 0.0060], [0.0243, -0.0040, -0.0123], [-0.0030, -0.0050, -0.0001], [0.0149, -0.0001, 0.0068], [-0.0091, 0.0017, -0.0086], [-0.0847, -0.0882, -0.0323], [-0.0170, 0.0050, -0.0027], [-0.0051, -0.0013, -0.0057], [0.0108, 0.0046, 0.0066], [-0.0123, 0.0124, -0.0200], [-0.0126, 0.0094, -0.0170], [-0.0099, 0.0238, -0.0015], [-0.0065, 0.0062, 0.0072], [0.0290, 0.0054, 0.0346], [-0.0165, -0.0011, 0.0339], [0.0060, 0.0060, -0.0234], [-0.0038, -0.0009, 0.0065], [-0.0044, -0.0022, -0.0030]],
  "mulliken_charge": [-0.718, -0.354, -0.537, 0.812, -0.540, -0.541, -0.231, -0.398, 0.463, 0.063, 0.302, 0.527, 0.405, -0.763, 0.530, -1.815, 1.263, 1.169, 0.886, -0.459, -0.888, -0.281, -0.708, -0.377, 0.097, -0.103, -0.917, -0.885, -0.629, 0.200, -1.722, -0.435, 1.114, 0.324, -0.487, -0.738, -1.011, -0.779, -0.256, -1.180, 0.376, -0.146, 0.390, 0.456, 0.507, 0.240, 0.799, 0.580, 0.365, 0.534, 0.589, 0.212, 0.504, 0.285, 0.459, 0.472, 0.249, 0.837, 0.430, 0.455, 0.483, 0.681, 0.607, 0.362, 0.410, 0.456]
}